This record from OMol25 describes C10H17AgF3O3 as an isolated structure. The level of theory is ωB97M-V/def2-TZVPD.

Element x y z (Å)
C (-0.685, -3.144, 0.197)
C (-1.268, -1.747, 0.330)
C (-1.704, -1.075, -0.997)
C (-0.717, -1.144, -2.174)
C (-2.143, 0.336, -0.590)
O (-3.095, 0.522, 0.081)
O (-1.363, 1.381, -1.032)
C (-0.034, 1.397, -0.500)
C (-0.021, 1.714, 0.986)
C (1.346, 1.631, 1.673)
C (2.156, 0.368, 1.347)
O (1.167, 1.635, 3.086)
C (0.736, 2.415, -1.340)
F (2.063, 2.217, -1.155)
F (0.487, 2.278, -2.639)
F (0.468, 3.669, -0.987)
H (-0.589, -3.647, 1.160)
H (0.348, -3.063, -0.264)
H (-1.227, -3.786, -0.501)
H (-2.154, -1.811, 0.969)
H (-0.562, -1.111, 0.875)
H (-2.632, -1.569, -1.304)
H (-1.247, -1.369, -3.102)
H (-0.189, -0.207, -2.348)
H (0.028, -1.941, -2.058)
H (0.451, 0.431, -0.694)
H (-0.688, 1.012, 1.503)
H (-0.448, 2.714, 1.115)
H (1.939, 2.512, 1.402)
H (1.543, -0.411, 0.866)
H (2.535, -0.041, 2.286)
H (3.007, 0.583, 0.695)
H (0.387, 2.153, 3.322)
Ag (2.107, -2.901, -0.209)

Results
- Frontier orbital gap: 0.250 hartree
- LUMO level: -6.62 eV
- Charge: +1